Here is C46H27N18Tl as an isolated structure in a non-equilibrium geometry from the OMol25 dataset. Energies are from ωB97M-V/def2-TZVPD.

CARTESIAN COORDINATES (ANGSTROEM)
Tl  -0.44687  0.76655  -0.35064
N  1.74436  0.36580  -0.78800
N  1.68820  -1.22582  -2.63333
N  1.55391  1.20638  -4.27465
N  -1.82753  -0.52019  0.82724
N  2.90783  0.84922  1.23323
N  -3.95169  1.69892  -3.02906
N  1.36728  0.96712  -3.01859
N  -0.18922  2.96356  0.12614
N  -3.57513  1.07431  -1.01110
N  -1.44847  0.30895  3.05364
N  -2.67078  -1.92893  -0.93896
N  -4.48641  1.30959  -1.87212
N  0.43328  1.67227  -4.75979
N  -1.73535  2.04691  -3.79139
N  0.55876  0.58610  1.72797
N  -0.45338  -1.19086  -1.52513
N  -2.36965  1.29092  -1.55165
N  0.14561  1.24905  -2.62198
C  3.80457  4.11658  -0.44274
C  -2.75272  -1.31018  0.24135
C  -1.62227  -1.88379  -1.70932
C  -5.79368  -2.37370  2.21072
C  1.64424  3.57267  -1.32498
C  0.47356  -1.62948  -2.40783
C  2.82403  0.59130  -0.05311
C  -1.04846  3.68451  0.89863
C  -1.69692  5.74494  2.01511
C  -3.47359  -0.87330  2.36770
C  -2.19198  -0.26344  2.11914
C  -4.30893  -0.93979  3.47738
C  1.83173  0.90514  2.01492
C  1.11590  3.41593  -0.03877
C  6.26506  0.62080  -1.65994
C  -2.94529  5.22883  2.31686
C  -1.47922  -2.73791  -2.88230
C  2.72039  2.05331  5.51935
C  -3.82064  -1.55164  1.17477
C  3.28165  4.03620  0.83816
C  2.98261  1.73051  4.20030
C  0.38622  1.46615  5.28122
C  0.63435  1.15522  3.95098
C  1.95824  3.70624  1.04404
C  -2.36166  -3.51251  -3.61611
C  -0.77246  5.00450  1.31095
C  0.35982  -3.33314  -4.36114
C  -2.64373  1.67973  -2.80913
C  5.35745  0.75339  -0.62285
C  -0.43730  1.67569  -3.73469
C  -1.87025  -4.19216  -4.71850
C  -0.52922  -4.11130  -5.08574
C  1.93322  1.28342  3.41449
C  1.43882  1.91705  6.05485
C  4.02240  0.53156  -0.89981
C  -0.20468  0.67906  2.87251
C  3.60498  0.21594  -2.19360
C  2.11317  0.04048  -2.14013
C  -3.23996  3.93503  1.90820
C  5.84873  0.27903  -2.93942
C  2.96888  3.90129  -1.52562
C  4.50431  0.07643  -3.22640
C  -0.12852  -2.65280  -3.26221
C  -4.97629  -2.31636  1.10093
C  -2.31455  3.17371  1.23325
C  -5.46723  -1.68583  3.38386
H  1.40125  -3.24118  -4.63678
H  -5.20070  -2.86020  0.19677
H  5.66115  1.01351  0.38022
H  -0.18495  -4.65161  -5.95902
H  4.16788  -0.18127  -4.21744
H  0.98815  3.44434  -2.17141
H  3.91940  4.21783  1.69465
H  3.34921  3.99535  -2.53552
H  3.52049  2.42293  6.14788
H  -4.21256  3.51429  2.12034
H  -4.05033  -0.41921  4.38824
H  -6.70157  -2.96234  2.17927
H  -6.13595  -1.75329  4.23433
H  -3.40808  -3.54978  -3.35697
H  -2.13512  2.18211  -4.70658
H  7.31967  0.78504  -1.47330
H  -2.57280  2.16976  0.93053
H  0.17899  5.45107  1.05772
H  1.56865  3.63695  2.05071
H  -3.67377  5.82547  2.85212
H  -2.54764  -4.77874  -5.32552
H  1.27469  2.16611  7.09749
H  6.58473  0.17365  -3.72623
H  4.84969  4.35153  -0.60023
H  -0.61150  1.36620  5.68170
H  -1.44081  6.75361  2.32431
H  3.97295  1.82803  3.78173

Properties
**LUMO energy (alpha / beta)**: 3.840 / 3.875 eV
**Total charge**: -2
**HOMO (alpha / beta)**: -1.0 / -1.0 eV
**2S+1**: 1

Mulliken atomic charge list, values in e, 5 entries:
1 Tl 3.997
2 N -0.162
3 N -0.752
4 N -1.032
5 N -0.129